ORCA calculation (ωB97M-V with the def2-TZVPD basis set) on a structure of composition C35H31AsClCoN5O4.

Element x y z (Å)
1 Co -0.12 -0.43 -0.62
2 Cl 4.51 4.89 0.97
3 C 3.15 3.83 0.70
4 C 1.93 4.36 0.29
5 C 0.84 3.54 0.11
6 C 0.92 2.14 0.33
7 O -0.14 1.41 0.18
8 C 2.18 1.62 0.74
9 C 2.33 0.24 1.10
10 N 1.54 -0.69 0.71
11 C 1.60 -1.98 1.28
12 C 2.72 -2.63 1.72
13 C 2.61 -3.91 2.30
14 C 1.40 -4.53 2.44
15 C 0.23 -3.89 1.97
16 C -1.06 -4.46 2.06
17 C -2.14 -3.79 1.56
18 C -1.93 -2.55 0.93
19 N -0.75 -1.98 0.84
20 C 0.33 -2.62 1.37
21 C 3.27 2.49 0.94
22 H 1.83 5.43 0.14
23 H -0.12 3.95 -0.17
24 H 3.14 0.00 1.80
25 H 3.69 -2.17 1.62
26 H 3.51 -4.41 2.65
27 H 1.33 -5.51 2.89
28 H -1.19 -5.43 2.53
29 H -3.14 -4.19 1.62
30 H -2.75 -2.02 0.47
31 H 4.21 2.08 1.30
32 C 6.08 7.40 -1.46
33 O 5.80 7.55 -2.85
34 C 4.68 7.01 -3.34
35 C 3.75 6.30 -2.58
36 C 2.63 5.78 -3.18
37 C 2.43 5.93 -4.56
38 C 3.35 6.69 -5.31
39 C 4.47 7.20 -4.72
40 N 1.32 5.48 -5.25
41 N 0.53 4.60 -4.83
42 C 0.80 3.48 -4.17
43 C 2.10 2.88 -4.13
44 C 2.34 1.74 -3.45
45 C 1.29 1.06 -2.73
46 O 1.50 0.03 -2.07
47 C -0.07 1.61 -2.85
48 N -1.04 0.91 -2.23
49 C -2.28 1.34 -2.33
50 C -2.63 2.48 -3.06
51 C -1.65 3.21 -3.67
52 C -0.32 2.77 -3.58
53 H 7.02 7.91 -1.29
54 H 6.18 6.34 -1.20
55 H 5.30 7.85 -0.85
56 H 3.89 6.17 -1.51
57 H 1.90 5.25 -2.58
58 H 3.15 6.84 -6.37
59 H 5.20 7.77 -5.28
60 H 2.91 3.37 -4.66
61 H 3.33 1.30 -3.41
62 H -3.04 0.76 -1.82
63 H -3.67 2.79 -3.11
64 H -1.87 4.11 -4.23
65 C 2.13 -3.15 -2.02
66 As 0.43 -2.86 -2.85
67 C 0.72 -2.04 -4.55
68 C -0.35 -4.58 -3.17
69 O -0.62 -1.99 -1.89
70 H 2.77 -3.72 -2.69
71 H 1.99 -3.70 -1.09
72 H 2.58 -2.18 -1.81
73 H 1.16 -2.75 -5.25
74 H 1.38 -1.19 -4.42
75 H -0.25 -1.70 -4.92
76 H 0.30 -5.19 -3.79
77 H -1.31 -4.44 -3.67
78 H -0.51 -5.07 -2.21

The electronic energy comes out at -6005.6267 hartree. The calculation puts the highest occupied orbital energy (alpha / beta) at -9.70 / -9.73 eV. Its net charge is +1. The spin multiplicity is 5. As for the HOMO-LUMO gap (alpha / beta): 6.2 / 5.5 eV. Its energy above the lowest of the compared OMol25 structures with the same formula, charge and spin is 0.00 kJ/mol.

ORCA calculation (ωB97M-V with the def2-TZVPD basis set) on a structure of composition C14H27BF4O7P2PtSb2.

Element x y z (Å)
1 Pt -0.82 -0.15 -0.06
2 C -4.32 -3.40 1.27
3 C -3.50 -2.76 0.18
4 O -4.12 -2.99 -1.08
5 P -1.80 -3.54 0.21
6 O -2.03 -5.06 -0.23
7 O -1.14 -2.84 -1.06
8 O -1.03 -3.47 1.48
9 P -3.31 -0.92 0.36
10 O -4.74 -0.36 0.79
11 O -2.29 -0.59 1.44
12 O -2.83 -0.41 -0.99
13 H -4.41 -4.47 1.07
14 H -5.32 -2.96 1.28
15 H -3.85 -3.26 2.25
16 H -3.63 -2.47 -1.74
17 H -1.49 -5.61 0.34
18 H -0.15 -2.94 -1.08
19 H -5.24 -0.01 0.04
20 C -0.14 1.38 3.25
21 Sb 0.85 0.28 1.74
22 C 1.39 -1.56 2.62
23 C 2.59 1.44 1.36
24 C 2.22 2.78 0.78
25 C 1.95 3.82 1.66
26 C 1.57 5.07 1.20
27 C 1.45 5.29 -0.16
28 C 1.72 4.25 -1.04
29 C 2.11 2.99 -0.59
30 C 2.38 1.90 -1.58
31 Sb 0.66 0.68 -1.93
32 C -0.64 2.10 -2.86
33 C 1.27 -0.51 -3.58
34 H 0.47 1.39 4.14
35 H -1.09 0.88 3.45
36 H -0.33 2.40 2.90
37 H 1.94 -1.42 3.54
38 H 1.98 -2.10 1.88
39 H 0.46 -2.11 2.79
40 H 3.23 0.83 0.73
41 H 3.08 1.57 2.32
42 H 2.06 3.65 2.72
43 H 1.37 5.87 1.90
44 H 1.16 6.26 -0.54
45 H 1.65 4.42 -2.11
46 H 3.17 1.21 -1.27
47 H 2.65 2.30 -2.56
48 H -0.22 2.50 -3.79
49 H -0.82 2.91 -2.16
50 H -1.59 1.62 -3.08
51 H 1.65 0.15 -4.36
52 H 0.42 -1.07 -3.95
53 H 2.06 -1.19 -3.27
54 F 2.54 -1.00 -0.55
55 B 2.70 -2.41 -0.92
56 F 1.44 -2.83 -1.43
57 F 3.02 -3.12 0.21
58 F 3.65 -2.48 -1.91

The electronic energy comes out at -2783.6549 hartree. The calculation puts the highest occupied orbital energy at -9.09 eV. As for the HOMO-LUMO gap: 8.6 eV. Its energy above the lowest of the compared OMol25 structures with the same formula, charge and spin is 55.36 kJ/mol.

ORCA calculation (ωB97M-V with the def2-TZVPD basis set) on a structure of composition C10H15BrN3OSW in a non-equilibrium geometry.

Element x y z (Å)
1 W 1.11 -0.71 -1.19
2 O 0.80 3.93 -4.41
3 C 0.44 3.03 -3.59
4 C -0.82 3.00 -2.88
5 C -1.05 1.97 -2.02
6 N -0.07 1.01 -1.83
7 C 1.06 0.96 -2.48
8 Br 3.37 -1.31 -1.05
9 C 1.42 1.96 -3.41
10 H 0.16 4.66 -4.60
11 H -1.56 3.77 -3.02
12 H -1.98 1.88 -1.47
13 H 2.33 1.95 -4.00
14 N -0.91 -1.51 3.53
15 C -0.71 -0.09 3.08
16 C -0.62 0.00 1.56
17 N 0.48 -0.87 1.00
18 C 0.24 -2.29 1.46
19 C 0.17 -2.41 2.97
20 H -1.84 -1.85 3.25
21 H -0.91 -1.56 4.55
22 H 0.20 0.26 3.56
23 H -1.54 0.51 3.45
24 H -0.42 1.04 1.30
25 H -1.55 -0.31 1.09
26 H 1.35 -0.57 1.45
27 H 1.06 -2.93 1.11
28 H -0.68 -2.63 0.98
29 H 1.10 -2.11 3.45
30 H -0.05 -3.44 3.26
31 S -0.64 -3.21 -2.97
32 C 0.02 -2.15 -2.16

The electronic energy comes out at -3667.0996 hartree. The calculation puts the highest occupied orbital energy (alpha / beta) at -22.24 / -24.12 eV. Its net charge is +4. The spin multiplicity is 4. As for the HOMO-LUMO gap (alpha / beta): 7.1 / 6.9 eV. Its energy above the lowest of the compared OMol25 structures with the same formula, charge and spin is 22.30 kJ/mol.

ORCA calculation (ωB97M-V with the def2-TZVPD basis set) on a structure of composition C13H39O7V in a non-equilibrium geometry.

Element x y z (Å)
1 V -1.54 -2.52 -0.35
2 C -0.24 0.60 0.16
3 O -0.93 -0.56 0.37
4 H 0.58 0.40 -0.53
5 H -0.96 1.36 -0.13
6 H 0.09 0.96 1.14
7 C 1.88 -3.49 -3.17
8 C 0.49 -2.92 -3.10
9 O 0.37 -2.37 -1.81
10 H 2.70 -2.91 -2.75
11 H 2.18 -3.72 -4.19
12 H 2.04 -4.42 -2.61
13 H -0.28 -3.58 -3.53
14 H 0.36 -2.16 -3.87
15 H 1.19 -1.89 -1.65
16 C -2.24 2.50 3.24
17 C -3.36 1.55 2.82
18 O -3.30 1.39 1.47
19 H -1.31 2.36 2.68
20 H -2.01 2.29 4.28
21 H -2.48 3.56 3.23
22 H -4.31 1.94 3.20
23 H -3.16 0.65 3.40
24 H -2.71 0.64 1.33
25 C 0.27 -4.65 2.89
26 C 1.12 -4.10 1.76
27 O 0.27 -3.10 1.13
28 H 0.90 -5.14 3.64
29 H -0.43 -5.35 2.44
30 H -0.38 -3.93 3.39
31 H 1.52 -4.86 1.09
32 H 1.99 -3.71 2.28
33 H 0.09 -2.41 1.77
34 C 3.33 1.58 -2.78
35 C 2.26 1.72 -3.96
36 O 1.33 2.70 -3.58
37 H 2.74 1.32 -1.89
38 H 4.02 2.40 -2.58
39 H 3.83 0.64 -3.02
40 H 1.58 0.86 -3.98
41 H 2.72 1.87 -4.93
42 H 1.69 3.53 -3.90
43 C 0.07 -0.83 5.38
44 C -0.44 -0.89 3.88
45 O 0.67 -0.76 3.04
46 H 0.92 -0.16 5.51
47 H 0.45 -1.81 5.65
48 H -0.78 -0.45 5.94
49 H -1.03 -0.01 3.64
50 H -0.99 -1.79 3.60
51 H 0.38 -0.47 2.17
52 C -1.49 4.54 -2.25
53 C -1.19 4.49 -3.78
54 O -1.28 3.13 -4.25
55 H -0.51 4.61 -1.77
56 H -1.90 3.61 -1.86
57 H -2.08 5.38 -1.90
58 H -0.18 4.80 -4.06
59 H -2.05 4.85 -4.34
60 H -0.44 2.75 -3.99

The electronic energy comes out at -1988.9354 hartree. The calculation puts the highest occupied orbital energy (alpha / beta) at -11.35 / -11.35 eV. Its net charge is +1. The spin multiplicity is 4. As for the HOMO-LUMO gap (alpha / beta): 6.1 / 6.1 eV. Its energy above the lowest of the compared OMol25 structures with the same formula, charge and spin is 0.00 kJ/mol.

ORCA calculation (ωB97M-V with the def2-TZVPD basis set) on a structure of composition C4H4O3S in a non-equilibrium geometry.

Element x y z (Å)
1 C 0.19 -0.24 0.11
2 C -0.77 -0.37 -1.10
3 C -1.14 -0.14 0.88
4 C 0.87 1.12 0.13
5 H 2.25 -0.80 0.88
6 H -0.70 0.40 -1.87
7 H -0.79 -1.37 -1.57
8 H 0.24 1.95 -0.22
9 O -1.92 -0.17 -0.23
10 O -1.49 -0.05 2.01
11 O 2.00 1.31 0.50
12 S 1.27 -1.62 0.48

The electronic energy comes out at -778.6963 hartree. The calculation puts the highest occupied orbital energy at -9.85 eV. As for the HOMO-LUMO gap: 10.0 eV. Its energy above the lowest of the compared OMol25 structures with the same formula, charge and spin is 125.96 kJ/mol.

ORCA calculation (ωB97M-V with the def2-TZVPD basis set) on an isolated molecule of C3H5NS in a non-equilibrium geometry.

Element x y z (Å)
1 C -1.62 -0.06 -0.81
2 C -0.42 -0.37 -0.52
3 C 1.53 0.05 0.80
4 H -2.13 -0.87 -1.25
5 H -2.22 0.83 -0.74
6 H 0.08 -1.28 -0.82
7 H 0.07 1.40 0.62
8 H 1.94 -0.99 0.49
9 N 0.34 0.45 0.28
10 S 2.41 0.84 1.95

The electronic energy comes out at -570.2059 hartree. The calculation puts the highest occupied orbital energy at -8.58 eV. As for the HOMO-LUMO gap: 9.1 eV. Its energy above the lowest of the compared OMol25 structures with the same formula, charge and spin is 75.19 kJ/mol.

- What is the electronic energy in the fifth record?
  -778.6963 hartree